This record from OMol25 describes a 4-piece molecular cluster, C3H12O4 overall at a distorted geometry. The level of theory is the ωB97M-V functional and the def2-TZVPD basis.

Values from the calculation:
ΔE to the lowest compared entry with this formula, charge and spin in kcal/mol: 44.9
Multiplicity: 2
Net charge: +1
HOMO energy (alpha / beta) in Ha: -0.490 / -0.490
Total energy in a.u.: -422.063613
Orbital gap (alpha / beta) in eV: 7.70 / 4.06

Last column: Löwdin charge in e.
Atoms and positions in Å:
C: -0.9195 2.1380 -1.8921  -0.016
C: 0.3123 1.6550 -1.2222  0.085
C: 0.7593 0.3345 -1.1158  -0.005
O: 1.7617 0.1288 -0.2649  0.094
H: -0.7649 3.1945 -2.0973  0.098
H: -1.0629 1.7976 -2.9371  0.125
H: -1.8485 1.9797 -1.3377  0.131
H: 0.8428 2.4780 -0.7536  0.153
H: 0.1019 -0.3906 -1.5885  0.173
H: 2.5918 -0.1140 -0.7100  0.186
H: -1.4721 -3.9118 0.4591  0.036
H: -0.3916 -2.9322 0.7386  -0.023
O: -0.5204 -3.8880 0.6243  -0.080
H: 1.2819 0.1871 3.1424  0.078
H: 1.2852 0.2056 1.5211  0.004
O: 0.7936 0.4063 2.3345  -0.050
H: -0.7048 -0.5435 1.1724  -0.018
H: -0.9450 -1.3945 2.4312  0.060
O: -1.1007 -1.3304 1.4957  -0.032

---

This record from OMol25 describes an isolated ion of composition C2H7FN3 and charge +1 at a distorted geometry. The level of theory is the ωB97M-V functional and the def2-TZVPD basis.

Values from the calculation:
ΔE to the lowest compared entry with this formula, charge and spin in kcal/mol: 30.4
Multiplicity: 1
SMILES: [H]/N=C(/CF)N[NH3+]
Net charge: +1
HOMO energy in Ha: -0.547
Total energy in a.u.: -344.177141
Orbital gap in eV: 10.24

Last column: Löwdin charge in e.
Atoms and positions in Å:
H: -1.0523 -1.8764 0.2537  0.085
N: -0.0206 -1.7917 0.0459  0.186
C: 0.3804 -0.6403 0.0854  -0.400
C: 1.8501 -0.3621 -0.1955  -0.111
F: 2.2347 0.9062 0.2366  -0.070
N: -0.3480 0.6144 0.0535  -0.015
N: -1.7253 0.7275 0.0823  0.144
H: 2.6622 -0.9865 0.3362  0.167
H: 2.1044 -0.3790 -1.3108  0.156
H: 0.3341 1.4289 -0.0855  0.192
H: -2.1722 -0.2352 0.1963  0.190
H: -2.0665 1.3153 1.0143  0.263
H: -2.1810 1.2790 -0.7123  0.214

---

This record from OMol25 describes C38H39FN5O4Re as an isolated structure at a distorted geometry. The level of theory is the ωB97M-V functional and the def2-TZVPD basis.

Values from the calculation:
ΔE to the lowest compared entry with this formula, charge and spin in kcal/mol: 20.9
Multiplicity: 2
Net charge: +3
HOMO energy (alpha / beta) in Ha: -0.538 / -0.546
Total energy in a.u.: -2223.493017
Orbital gap (alpha / beta) in eV: 5.99 / 6.36

Last column: Löwdin charge in e.
Atoms and positions in Å:
Re: 0.7362 2.3273 0.0556  1.701
C: -2.9772 -2.6903 4.3758  -0.043
C: -1.5592 -3.0974 3.9839  -0.156
N: -1.0652 -2.2773 2.8607  0.001
C: -0.4198 -1.1493 3.1546  0.064
C: -0.0200 -0.2106 2.2326  -0.015
C: 0.5529 1.0507 2.8192  -0.506
O: 0.8172 1.1163 3.9871  0.158
O: 0.6793 2.0914 2.0046  -0.201
C: -0.2493 -0.4420 0.8587  -0.249
O: 0.1342 0.3312 -0.0932  -0.154
C: -0.9436 -1.6647 0.5369  -0.049
C: -1.2488 -1.9806 -0.7973  0.094
C: -1.9787 -3.0832 -1.1090  -0.176
F: -2.2786 -3.2935 -2.4037  0.084
C: -2.4646 -3.9816 -0.1245  -0.121
C: -2.1319 -3.6791 1.1929  0.066
C: -1.3859 -2.5467 1.5416  -0.103
N: -3.2576 -5.0662 -0.4287  -0.064
C: -3.9554 -5.7726 0.6368  -0.133
C: -5.0501 -6.6591 0.0636  -0.070
N: -4.4716 -7.7182 -0.8367  0.085
C: -3.2332 -7.2379 -1.5492  -0.066
C: -3.2812 -5.7279 -1.7319  -0.114
H: -3.3210 -3.2877 5.2186  0.093
H: -3.6762 -2.8124 3.5481  0.073
H: -2.9864 -1.6436 4.6809  0.089
H: -1.4914 -4.1506 3.7233  0.120
H: -0.8868 -2.9314 4.8219  0.133
H: -0.1946 -0.9527 4.1958  0.163
H: -0.9142 -1.3230 -1.5875  0.142
H: -2.4475 -4.3449 1.9791  0.095
H: -4.4409 -5.0526 1.2978  0.143
H: -3.2682 -6.3751 1.2472  0.142
H: -5.7498 -6.0630 -0.5182  0.147
H: -5.5992 -7.1398 0.8698  0.148
H: -5.1798 -7.9933 -1.5192  0.191
H: -4.2514 -8.5582 -0.2998  0.190
H: -3.1562 -7.7376 -2.5121  0.148
H: -2.3678 -7.5089 -0.9474  0.148
H: -4.1629 -5.4395 -2.3137  0.143
H: -2.4119 -5.4557 -2.3197  0.136
C: -1.2788 2.8117 -3.8801  0.049
C: -0.3100 3.2457 -2.8307  -0.445
O: -0.0686 2.4923 -1.8492  -0.141
N: 0.2802 4.4172 -2.9712  0.149
C: 1.2827 4.9352 -2.0505  -0.066
C: 0.7408 5.3730 -0.7093  -0.223
C: 0.3746 6.6897 -0.5062  0.018
C: -0.0150 7.1172 0.7560  0.008
C: 0.0236 6.2042 1.7965  -0.003
C: 0.3884 4.9006 1.5283  -0.079
N: 0.7103 4.4661 0.2915  -0.041
H: -1.2960 1.7263 -3.9362  0.101
H: -1.0305 3.2275 -4.8544  0.103
H: -2.2831 3.1445 -3.6085  0.112
H: 0.0712 4.9587 -3.7957  0.173
H: 1.7528 5.7897 -2.5290  0.148
H: 2.0443 4.1695 -1.8867  0.100
H: 0.4120 7.3912 -1.3289  0.133
H: -0.3222 8.1400 0.9278  0.133
H: -0.2269 6.4877 2.8085  0.130
H: 0.4426 4.1756 2.3276  0.110
C: 3.2378 2.4858 -5.1464  -0.054
C: 2.3871 1.6741 -4.4046  -0.071
C: 2.5320 1.5876 -3.0312  -0.056
C: 3.5246 2.3276 -2.3770  -0.256
C: 4.4143 3.0930 -3.1444  -0.020
C: 4.2586 3.1865 -4.5152  -0.049
C: 3.7160 2.2708 -0.9382  -0.030
C: 2.8354 2.1037 0.0786  -0.179
C: 3.4200 1.7662 1.4066  -0.302
C: 3.6871 0.4335 1.7201  -0.041
C: 4.2825 0.1103 2.9305  -0.058
C: 4.6177 1.1094 3.8312  -0.053
C: 4.3557 2.4375 3.5218  -0.047
C: 3.7649 2.7672 2.3147  -0.038
H: 3.1318 2.5380 -6.2220  0.116
H: 1.6387 1.0778 -4.9133  0.112
H: 1.9343 0.8967 -2.4509  0.105
H: 5.2180 3.6249 -2.6495  0.127
H: 4.9408 3.7926 -5.0957  0.119
H: 4.7562 2.3641 -0.6323  0.145
H: 3.4425 -0.3372 0.9975  0.121
H: 4.4908 -0.9240 3.1715  0.113
H: 5.0867 0.8554 4.7719  0.117
H: 4.6112 3.2213 4.2223  0.117
H: 3.5813 3.8051 2.0594  0.118

---

This record from OMol25 describes C34H27Br2ClMgN3O6S3 as an isolated structure. The level of theory is the ωB97M-V functional and the def2-TZVPD basis.

Values from the calculation:
ΔE to the lowest compared entry with this formula, charge and spin in kcal/mol: 0.0
Multiplicity: 1
Net charge: -1
HOMO energy in Ha: -0.190
Total energy in a.u.: -8930.712165
Orbital gap in eV: 7.44

Last column: Löwdin charge in e.
Atoms and positions in Å:
Mg: -0.5813 -0.7904 0.5940  0.607
Cl: 3.2642 3.2337 5.3800  0.608
C: 2.5675 2.0668 4.2785  -0.672
C: 3.2640 0.8751 4.0008  -0.100
C: 2.7413 -0.0514 3.1464  0.004
C: 1.4813 0.1471 2.4975  -0.381
O: 1.0056 -0.7480 1.7304  -0.119
C: 0.8132 1.3791 2.7820  -0.122
C: -0.4200 1.7431 2.1550  -0.172
O: -1.0591 1.0917 1.3236  -0.037
C: 1.3689 2.3106 3.6828  -0.082
H: 4.2222 0.7034 4.4749  0.101
H: 3.2699 -0.9690 2.9248  0.117
H: -0.8249 2.7254 2.4515  0.131
H: 0.8310 3.2290 3.8840  0.103
C: 0.9999 -1.9541 -2.3790  -0.038
C: 0.1002 -2.9809 -1.7685  -0.288
C: -0.0678 -4.2465 -2.3781  -0.008
C: -0.8853 -5.1757 -1.8108  -0.028
C: -1.5785 -4.8693 -0.6181  -0.196
C: -2.4705 -5.7413 0.0508  -0.640
Br: -2.7997 -7.4894 -0.6265  0.719
C: -3.1108 -5.3426 1.1888  -0.191
C: -2.8961 -4.0640 1.7160  -0.609
Br: -3.8281 -3.5602 3.2846  0.740
C: -2.0285 -3.1375 1.1383  -0.419
O: -1.8036 -1.9642 1.5941  -0.126
C: -1.3605 -3.5905 -0.0696  -0.119
N: -0.5216 -2.6839 -0.6478  0.119
H: 1.1435 -2.1291 -3.4444  0.082
H: 1.9784 -1.9626 -1.8952  0.088
H: 0.5965 -0.9496 -2.2492  0.033
H: 0.4648 -4.4571 -3.2957  0.112
H: -1.0178 -6.1484 -2.2654  0.075
H: -3.7937 -6.0121 1.6929  0.088
C: 0.8604 6.4001 3.3742  -0.050
C: 0.5104 5.5952 2.1518  -0.288
C: -0.7740 5.6045 1.6199  -0.045
C: -1.0933 4.8439 0.4999  -0.072
C: -0.1154 4.0653 -0.0912  -0.391
C: 1.1721 4.0254 0.4324  -0.094
C: 1.4771 4.7986 1.5379  -0.048
S: -0.5760 3.0356 -1.4877  0.899
C: 0.5353 3.7970 -2.6773  -0.235
O: -1.9581 3.4744 -1.8775  -0.542
H: 0.0083 6.9853 3.7192  0.072
H: 1.6840 7.0861 3.1696  0.080
H: 1.1807 5.7501 4.1919  0.065
H: -1.5395 6.2144 2.0863  0.107
H: -2.0890 4.8443 0.0756  0.103
H: 1.9223 3.3755 -0.0039  0.052
H: 2.4791 4.7611 1.9513  0.122
H: 0.2887 4.8556 -2.7458  0.066
H: 0.3921 3.2853 -3.6260  0.031
H: 1.5614 3.6414 -2.3474  0.047
C: -3.6255 0.8813 -2.7087  -0.030
C: -2.7020 0.2870 -1.7595  -0.171
N: -1.9644 -0.1658 -1.0125  0.203
H: -3.3211 1.9220 -2.8443  0.064
H: -4.6376 0.8297 -2.3129  0.090
H: -3.5740 0.3423 -3.6537  0.091
O: 2.0026 2.2982 -5.4091  -0.317
S: 2.2794 1.0265 -4.7882  0.616
O: 1.9581 -0.1560 -5.5458  -0.314
N: 1.6212 0.9667 -3.2986  -0.122
C: 2.5341 0.9121 -2.3493  -0.831
S: 2.2092 0.8454 -0.7047  0.736
C: 3.9462 0.8965 -2.8704  -0.224
C: 5.1323 0.8295 -2.1590  -0.034
C: 6.3251 0.8306 -2.8701  -0.077
C: 6.3325 0.8979 -4.2618  -0.084
C: 5.1421 0.9643 -4.9751  -0.043
C: 3.9684 0.9613 -4.2491  -0.221
H: 5.1029 0.7767 -1.0784  0.094
H: 7.2662 0.7780 -2.3370  0.099
H: 7.2765 0.8971 -4.7922  0.098
H: 5.1330 1.0154 -6.0559  0.117

---

This record from OMol25 describes C12H19HoO7P as an isolated structure at a distorted geometry. The level of theory is the ωB97M-V functional and the def2-TZVPD basis.

Values from the calculation:
Multiplicity: 5
Net charge: +3
HOMO energy (alpha / beta) in Ha: -0.719 / -0.720
Total energy in a.u.: -2283.612267
Orbital gap (alpha / beta) in eV: 6.92 / 6.99

Last column: Löwdin charge in e.
Atoms and positions in Å:
Ho: -0.5965 -1.1193 -0.7541  1.319
C: -0.2924 0.5890 1.0027  -0.075
O: -0.2642 1.4787 1.7373  0.243
C: -0.2539 1.3607 -1.4869  -0.096
O: -0.1529 2.5065 -1.5043  0.260
C: -2.5163 0.3749 -0.5229  0.009
O: -3.2779 1.1066 -0.0577  0.243
C: 1.7349 -0.2815 -0.5466  -0.061
O: 2.7145 0.3123 -0.3893  0.201
C: -0.2065 -1.6571 -3.0023  -0.164
H: 0.7371 -2.2240 -2.9295  0.110
H: -1.1408 -2.2599 -2.9876  0.112
C: -0.1989 -0.3153 -3.3609  -0.070
H: -1.0998 0.1921 -3.7601  0.123
H: 0.7162 0.1352 -3.7967  0.128
C: -1.9943 -3.5504 2.7807  -0.062
C: -1.8945 -2.1698 2.1574  -0.361
O: -1.3042 -2.2511 0.8710  -0.432
P: 2.0510 -2.1333 2.0481  1.222
O: 1.4710 -3.1841 3.1296  -0.321
C: 1.6623 -3.1548 4.6017  -0.187
C: 0.5616 -2.3871 5.2619  -0.049
O: 2.1851 -0.8118 2.9432  -0.350
C: 3.1055 0.2878 2.9625  -0.265
C: 3.1515 0.8261 4.3569  -0.032
H: -2.4516 -4.2414 2.0735  0.094
H: -2.6033 -3.5499 3.6914  0.103
H: -0.9921 -3.8968 3.0297  0.054
H: -2.8915 -1.6937 2.1384  0.127
H: -1.2748 -1.5139 2.7963  0.093
H: 1.6845 -4.2155 4.8622  0.147
H: 2.6440 -2.7113 4.7975  0.125
H: 0.5782 -1.3449 4.9333  0.072
H: -0.4212 -2.8233 5.0712  0.081
H: 0.7199 -2.3848 6.3419  0.113
H: 4.0739 -0.0554 2.6285  0.132
H: 2.7439 1.0218 2.2495  0.106
H: 3.5218 0.0622 5.0509  0.102
H: 3.8252 1.6845 4.3935  0.112
H: 2.1577 1.1437 4.6748  0.095

---

Question: What is the net charge in the fifth record?
Answer: +3

---

Question: What is the net charge in the second record?
Answer: +1